144
Properties=species:S:1:pos:R:3:lowdin_spin:R:1 method="wB97M-V/def2-TZVPD" charge=+3 max_force_ha_per_bohr=0.0285 spin_multiplicity=2 gap_ev="3.577 / 3.574"
Pd -0.54 0.41 0.81 1.1459
C -2.93 -4.61 0.87 0.0004
N -1.95 -3.59 1.23 0.0014
C -1.70 -2.45 0.55 0.0006
N -0.79 -1.74 1.18 0.0475
C -0.43 -2.41 2.31 0.0058
C -1.16 -3.59 2.36 0.0021
C -1.15 -4.71 3.31 0.0005
C -2.31 -5.07 3.99 0.0002
C -2.28 -6.13 4.89 0.0000
C -1.10 -6.82 5.11 0.0002
C 0.06 -6.46 4.44 0.0000
C 0.03 -5.40 3.54 0.0002
C 0.45 -1.77 3.30 0.0037
C 1.05 -0.55 3.00 0.0333
C 1.83 0.14 3.90 0.0031
C 2.03 -0.38 5.17 0.0023
C 1.43 -1.59 5.50 -0.0007
C 0.65 -2.28 4.58 0.0016
P -2.55 -1.91 -0.94 -0.0004
C -1.04 -1.27 -1.83 -0.0011
N -0.16 -0.44 -1.37 0.0598
C 0.76 -0.19 -2.40 0.0034
C 0.31 -0.91 -3.57 -0.0004
N -0.77 -1.58 -3.18 0.0017
C -1.64 -2.42 -4.02 0.0005
C 0.80 -0.93 -4.94 0.0000
C 0.91 0.28 -5.64 0.0000
C 1.33 0.27 -6.96 0.0000
C 1.66 -0.93 -7.58 0.0001
C 1.56 -2.13 -6.88 0.0000
C 1.12 -2.13 -5.57 0.0001
C 1.95 0.47 -2.16 0.0004
C 2.23 0.96 -0.80 -0.0078
C 2.42 2.50 -0.70 -0.0054
C 3.55 3.06 -1.57 -0.0004
C 4.28 0.86 -2.92 0.0010
C 2.99 0.53 -3.17 -0.0012
C -3.17 -0.26 -0.53 0.0042
N -2.48 0.82 -0.15 0.1024
C -3.36 1.87 -0.13 0.0082
C -4.60 1.41 -0.52 0.0046
N -4.46 0.07 -0.76 0.0004
C -5.54 -0.86 -1.05 0.0005
C -5.87 2.14 -0.65 0.0008
C -6.61 2.07 -1.83 0.0005
C -7.80 2.78 -1.95 0.0000
C -8.24 3.56 -0.89 0.0005
C -7.50 3.64 0.28 -0.0001
C -6.32 2.93 0.40 0.0004
C -3.04 3.28 0.19 -0.0015
C -3.03 3.74 1.51 -0.0013
C -2.85 5.09 1.77 -0.0004
C -2.68 5.99 0.72 0.0004
C -2.70 5.54 -0.59 0.0002
C -2.89 4.19 -0.85 -0.0005
H -3.02 -4.66 -0.21 0.0000
H -3.89 -4.38 1.31 0.0001
H -2.59 -5.58 1.25 0.0000
H -3.22 -4.51 3.85 0.0000
H -3.18 -6.40 5.43 0.0000
H -1.08 -7.64 5.81 0.0000
H 0.98 -7.00 4.61 0.0000
H 0.93 -5.11 3.01 0.0000
H 0.91 -0.13 1.98 0.0101
H 2.30 1.07 3.62 -0.0003
H 2.63 0.15 5.89 0.0004
H 1.55 -1.99 6.50 0.0000
H 0.16 -3.19 4.88 0.0003
H -1.52 -2.11 -5.05 0.0001
H -2.67 -2.28 -3.70 0.0000
H -1.36 -3.46 -3.91 0.0000
H 0.63 1.21 -5.16 0.0000
H 1.39 1.20 -7.51 0.0000
H 1.99 -0.93 -8.61 0.0000
H 1.81 -3.06 -7.37 0.0000
H 1.05 -3.07 -5.03 0.0000
H 1.37 0.74 -0.17 -0.0041
H 1.49 2.93 -1.10 -0.0008
H 4.02 3.88 -1.02 0.0002
H 5.00 0.68 -3.70 0.0000
H 2.78 0.16 -4.16 -0.0001
H -6.48 -0.40 -0.75 0.0002
H -5.40 -1.77 -0.47 0.0000
H -5.59 -1.09 -2.11 -0.0001
H -6.26 1.48 -2.66 0.0000
H -8.37 2.73 -2.86 0.0000
H -9.17 4.11 -0.98 0.0000
H -7.85 4.24 1.11 0.0000
H -5.76 2.97 1.33 0.0000
H -3.20 3.05 2.33 0.0001
H -2.86 5.45 2.79 0.0000
H -2.56 7.04 0.93 0.0000
H -2.58 6.23 -1.41 0.0000
H -2.93 3.83 -1.88 0.0000
C 2.98 3.68 -2.85 -0.0002
C 4.72 2.11 -1.88 0.0000
C 5.91 2.75 -2.37 0.0007
C 7.12 2.12 -2.40 0.0004
C 7.25 0.79 -1.90 0.0005
C 6.18 0.15 -1.37 0.0005
C 4.87 0.74 -1.35 -0.0007
P 3.74 0.14 -0.01 -0.0003
C 3.58 -1.66 -0.25 0.0001
C 3.31 -2.31 -1.47 0.0000
C 3.10 -3.67 -1.54 0.0000
C 3.15 -4.43 -0.38 0.0000
C 3.47 -3.82 0.82 0.0000
C 3.72 -2.45 0.91 0.0000
C 4.24 -1.93 2.22 0.0000
C 2.44 2.90 0.76 -0.0522
C 3.61 3.26 1.41 0.0012
C 3.61 3.72 2.72 -0.0769
C 2.42 3.83 3.43 0.0085
C 1.24 3.42 2.83 -0.0671
C 1.22 2.95 1.50 -0.0257
C -0.08 2.63 0.97 -0.2384
H 3.77 4.05 -3.52 -0.0001
H 2.35 4.53 -2.60 0.0000
H 2.37 2.97 -3.42 0.0000
H 5.83 3.77 -2.71 0.0000
H 7.99 2.64 -2.77 0.0000
H 8.22 0.32 -1.91 0.0000
H 6.29 -0.84 -0.93 0.0000
H 3.31 -1.75 -2.40 0.0000
H 2.92 -4.14 -2.50 0.0000
H 2.97 -5.49 -0.41 0.0000
H 3.57 -4.42 1.71 0.0000
H 3.85 -2.51 3.05 0.0000
H 4.01 -0.89 2.41 0.0000
H 5.33 -2.03 2.24 0.0000
H 4.56 3.20 0.89 0.0011
H 4.54 4.00 3.19 -0.0040
H 2.41 4.22 4.43 0.0017
H 0.31 3.47 3.37 -0.0020
H -0.30 2.75 -0.09 -0.0167
H -0.91 2.83 1.63 -0.0110
F -1.80 0.74 2.62 0.0474
As -3.26 0.11 3.61 0.0025
F -3.42 -1.18 2.44 0.0002
F -4.58 -0.45 4.51 -0.0001
F -4.26 1.08 2.58 0.0014
F -2.98 1.47 4.62 0.0040
F -2.13 -0.85 4.48 0.0014

***

138
Properties=species:S:1:pos:R:3:mulliken_charge:R:1 method="wB97M-V/def2-TZVPD" charge=+3 max_force_ha_per_bohr=0.0218 de_lowest_ev=0.000 gap_ev=4.943
Ta 0.68 0.92 0.02 0.2554
C 2.29 2.20 2.69 -1.0661
P 0.95 0.97 2.68 1.6626
C 1.41 -0.52 3.51 1.2596
C 2.64 -0.61 4.17 -0.7881
C 2.95 -1.78 4.86 -0.9917
C 2.06 -2.84 4.88 -0.8562
C 0.84 -2.75 4.22 -0.5552
C 0.51 -1.60 3.53 -0.3807
C -0.33 1.80 3.64 0.6807
C -0.47 1.44 4.98 -1.1666
C -1.35 2.14 5.79 -0.9556
C -2.10 3.18 5.26 -0.8833
C -1.97 3.53 3.92 -0.9659
C -1.09 2.84 3.11 -0.3708
C 1.77 3.24 1.78 0.5572
C 1.73 4.58 1.87 -1.0182
C 1.08 5.09 0.69 -1.5753
C 0.73 4.04 -0.08 0.5833
C 0.20 3.94 -1.45 -1.2095
P -1.01 2.58 -1.41 0.3205
C -1.39 2.33 -3.15 1.3002
C -2.56 2.83 -3.72 -0.7292
C -2.72 2.82 -5.09 -0.9474
C -1.73 2.30 -5.91 -0.8495
C -0.56 1.79 -5.36 -0.8914
C -0.40 1.80 -3.98 -0.4190
C -2.41 3.34 -0.57 1.4417
C -2.84 4.60 -1.00 -0.6846
C -3.93 5.20 -0.40 -0.9980
C -4.60 4.56 0.64 -0.8400
C -4.17 3.32 1.08 -0.6601
C -3.08 2.72 0.47 -0.4762
N 1.09 2.83 0.59 1.2814
H 3.22 1.77 2.35 -0.0302
H 2.41 2.58 3.71 0.9799
H 3.33 0.21 4.16 0.4117
H 3.90 -1.84 5.39 0.5524
H 2.32 -3.74 5.43 0.4673
H 0.14 -3.58 4.26 0.5431
H -0.46 -1.52 3.05 0.3620
H 0.11 0.62 5.40 0.5578
H -1.45 1.86 6.83 0.4988
H -2.79 3.72 5.90 0.4729
H -2.55 4.35 3.51 0.6017
H -0.99 3.14 2.07 0.2895
H 2.13 5.17 2.68 0.7012
H 0.94 6.13 0.43 0.7149
H 0.97 3.70 -2.18 0.5953
H -0.28 4.86 -1.76 0.8789
H -3.35 3.23 -3.09 0.6144
H -3.62 3.23 -5.53 0.4699
H -1.85 2.31 -6.99 0.4504
H 0.21 1.38 -5.99 0.4492
H 0.53 1.43 -3.56 0.2428
H -2.35 5.12 -1.82 0.3701
H -4.26 6.18 -0.74 0.4823
H -5.45 5.04 1.11 0.4841
H -4.67 2.82 1.90 0.6037
H -2.74 1.76 0.83 -0.0518
C 0.69 -3.24 0.16 -3.3399
N -0.60 -3.44 -0.40 1.4210
C -1.60 -2.66 0.23 -2.4180
P -1.67 -0.82 -0.08 2.5039
C -2.45 -0.67 -1.70 1.2429
C -1.87 -1.36 -2.76 -0.2576
C -2.47 -1.34 -4.01 -1.0451
C -3.66 -0.64 -4.20 -1.0420
C -4.23 0.06 -3.15 -1.2293
C -3.63 0.05 -1.90 0.0902
C -2.95 -0.60 1.19 0.2071
C -4.25 -1.09 0.98 -0.9129
C -5.18 -1.05 2.01 -1.2138
C -4.83 -0.55 3.26 -1.0839
C -3.54 -0.09 3.48 -0.6312
C -2.61 -0.13 2.45 1.0569
C -0.98 -4.72 -0.95 0.5097
C -2.03 -4.79 -1.85 0.0623
C -2.39 -6.01 -2.40 -1.0127
C -1.71 -7.17 -2.06 -0.6837
C -0.66 -7.10 -1.16 -0.7643
C -0.30 -5.88 -0.59 -0.1836
P 1.53 -1.76 -0.52 1.6499
C 3.22 -2.14 0.00 0.9299
C 4.25 -2.21 -0.93 -0.4197
C 5.54 -2.55 -0.52 -0.9685
C 5.79 -2.82 0.81 -0.9178
C 4.76 -2.77 1.74 -0.7579
C 3.48 -2.42 1.35 0.1389
C 1.48 -2.07 -2.30 0.9120
C 1.39 -3.38 -2.77 -0.4993
C 1.38 -3.64 -4.13 -1.0500
C 1.48 -2.59 -5.04 -1.0025
C 1.58 -1.29 -4.59 -0.6226
C 1.58 -1.03 -3.22 0.2684
H 1.36 -4.06 -0.09 1.0110
H 0.69 -3.16 1.26 0.5459
H -1.56 -2.74 1.33 0.6604
H -2.60 -2.98 -0.08 1.0428
H -0.96 -1.94 -2.62 -0.1910
H -2.02 -1.89 -4.83 0.6113
H -4.13 -0.64 -5.17 0.4712
H -5.15 0.60 -3.29 0.4737
H -4.09 0.60 -1.08 0.5627
H -4.54 -1.49 0.02 0.6038
H -6.18 -1.43 1.83 0.5135
H -5.56 -0.53 4.05 0.4644
H -3.25 0.30 4.45 0.4893
H -1.62 0.24 2.62 -0.8396
H -2.56 -3.89 -2.15 0.2428
H -3.22 -6.05 -3.10 0.4511
H -1.99 -8.12 -2.50 0.4444
H -0.13 -8.00 -0.87 0.4488
H 0.48 -5.87 0.16 0.3902
H 4.06 -2.02 -1.98 0.4763
H 6.34 -2.60 -1.25 0.4900
H 6.79 -3.10 1.12 0.4682
H 4.96 -3.01 2.78 0.5008
H 2.69 -2.38 2.09 -0.0493
H 1.32 -4.22 -2.09 0.6082
H 1.30 -4.66 -4.48 0.5210
H 1.48 -2.80 -6.10 0.4676
H 1.69 -0.47 -5.29 0.6223
H 1.69 -0.01 -2.89 -0.4394
Cl 3.42 4.01 -1.44 -0.1649
C 4.22 2.96 -0.31 1.0543
C 5.29 3.48 0.39 -0.6040
C 6.04 2.66 1.23 -0.9538
C 5.72 1.31 1.32 -0.7455
C 4.64 0.81 0.62 0.0942
C 3.84 1.63 -0.19 -1.0169
C 2.72 1.01 -0.99 -1.0641
H 5.56 4.52 0.27 0.5229
H 6.88 3.06 1.76 0.4560
H 6.32 0.65 1.93 0.5359
H 4.40 -0.24 0.69 0.4761
H 3.00 0.01 -1.28 0.1565
H 2.50 1.60 -1.89 1.4776